Record 1
This record from the Open Molecules 2025 dataset describes a 2-piece molecular cluster, C20H19Cl2N3O4 overall at a distorted geometry. The level of theory is ωB97M-V with the def2-TZVPD basis set.

Each atom is followed by the atoms it is bonded to, with distances in Å.
Atoms and positions in Å:
1 O 0.859 3.870 0.708  C8 1.221
2 O 2.652 3.152 -3.108  C9 1.222
3 Cl 2.692 -3.323 2.784  C17 1.745
4 Cl -6.247 -3.684 2.004  C22 1.752
5 N -2.972 -0.238 -0.035  C10 1.341, C23 1.352
6 O -0.497 0.620 -0.231  C18 1.363, H30 0.992
7 O -1.407 -0.234 2.315  C19 1.376, C20 1.378
8 C 1.876 3.559 0.108  O1 1.221, N26 1.334, C27 1.517
9 C 2.995 2.060 -2.683  O2 1.222, N25 1.337, C29 1.539
10 C -3.692 -0.261 -1.166  N5 1.341, C15 1.391, H31 1.086
11 C 2.101 -1.784 0.626  C12 1.394, C17 1.395, H32 1.086
12 C 1.327 -0.865 -0.081  C11 1.394, C18 1.390, H33 1.082
13 C 0.520 -1.679 2.454  C17 1.402, C19 1.404, H34 1.085
14 C -2.925 -1.800 3.276  C16 1.398, C20 1.400, H35 1.086
15 C -4.807 -1.080 -1.313  C10 1.391, C21 1.391, H36 1.085
16 C -4.064 -2.607 3.204  C14 1.398, C22 1.397, H37 1.086
17 C 1.706 -2.185 1.903  Cl3 1.745, C11 1.395, C13 1.402
18 C 0.182 -0.318 0.488  O6 1.363, C12 1.390, C19 1.407
19 C -0.262 -0.749 1.751  O7 1.376, C13 1.404, C18 1.407
20 C -2.529 -1.023 2.181  O7 1.378, C14 1.400, C23 1.418
21 C -5.208 -1.889 -0.254  C15 1.391, C24 1.400, H38 1.086
22 C -4.832 -2.652 2.038  Cl4 1.752, C16 1.397, C24 1.406
23 C -3.318 -1.032 1.003  N5 1.352, C20 1.418, C24 1.419
24 C -4.462 -1.868 0.931  C21 1.400, C22 1.406, C23 1.419
25 N 3.291 1.099 -3.565  C9 1.337, C28 1.463, H39 1.010
26 N 2.029 2.324 -0.371  C8 1.334, C29 1.470, H40 1.013
27 C 2.982 4.584 -0.059  C8 1.517, H41 1.087, H42 1.088, H43 1.089
28 C 3.801 -0.246 -3.302  N25 1.463, H44 1.091, H45 1.092, H46 1.090
29 C 3.152 1.813 -1.172  C9 1.539, N26 1.470, H47 1.085, H48 1.089
30 H -1.459 0.523 -0.012  O6 0.992
31 H -3.394 0.379 -1.991  C10 1.086
32 H 3.004 -2.201 0.191  C11 1.086
33 H 1.593 -0.567 -1.086  C12 1.082
34 H 0.208 -2.002 3.441  C13 1.085
35 H -2.337 -1.766 4.189  C14 1.086
36 H -5.359 -1.073 -2.246  C15 1.085
37 H -4.360 -3.208 4.058  C16 1.086
38 H -6.088 -2.517 -0.360  C21 1.086
39 H 3.162 1.373 -4.528  N25 1.010
40 H 1.224 1.724 -0.237  N26 1.013
41 H 3.871 4.250 0.470  C27 1.087
42 H 3.199 4.721 -1.117  C27 1.088
43 H 2.642 5.531 0.358  C27 1.089
44 H 4.683 -0.200 -2.662  C28 1.091
45 H 4.081 -0.722 -4.245  C28 1.092
46 H 3.034 -0.857 -2.826  C28 1.090
47 H 3.276 0.754 -0.974  C29 1.085
48 H 4.078 2.293 -0.858  C29 1.089

For the calculated total energy, the calculation gives -58754.14915 eV. The LUMO energy comes out at -0.7974 eV. As for the HOMO-LUMO gap: 0.28777 Ha. As for the energy relative to the best compared isomer or geometry (same formula, charge and spin): 0.0 kcal per mole.

***

Record 2
This record from the Open Molecules 2025 dataset describes a single C6H10 molecule at a distorted geometry. The level of theory is ωB97M-V with the def2-TZVPD basis set.

Each atom is followed by the atoms it is bonded to, with distances in Å.
Atoms and positions in Å:
1 C 0.028 -2.323 1.838  C2 1.511, H7 1.151, H8 1.102, H9 1.033
2 C 0.205 -1.201 0.840  C1 1.511, C3 1.422, H10 1.142
3 C -0.540 0.004 0.966  C2 1.422, C4 1.434, H11 1.044
4 C -0.516 0.958 -0.104  C3 1.434, C5 1.354, H12 1.141
5 C 0.118 0.777 -1.286  C4 1.354, C6 1.460, H13 1.193
6 C 0.483 1.888 -2.159  C5 1.460, H14 1.076, H15 1.106, H16 1.116
7 H -1.121 -2.403 1.821  C1 1.151
8 H 0.270 -2.013 2.868  C1 1.102
9 H 0.507 -3.215 1.633  C1 1.033
10 H 1.027 -1.364 0.065  C2 1.142
11 H -1.032 0.006 1.887  C3 1.044
12 H -0.983 1.998 -0.049  C4 1.141
13 H 0.762 -0.211 -1.467  C5 1.193
14 H 1.206 2.526 -1.681  C6 1.076
15 H 0.865 1.366 -3.056  C6 1.106
16 H -0.170 2.686 -2.587  C6 1.116

For the calculated total energy, the calculation gives -6381.38576 eV. The LUMO energy comes out at 0.6613 eV. As for the HOMO-LUMO gap: 0.31043 Ha. As for the energy relative to the best compared isomer or geometry (same formula, charge and spin): 57.0 kcal per mole.

***

Record 3
This record from the Open Molecules 2025 dataset describes a single C5H7NOS molecule at a distorted geometry. The level of theory is ωB97M-V with the def2-TZVPD basis set.

Each atom is followed by the atoms it is bonded to, with distances in Å.
Atoms and positions in Å:
1 C 1.556 0.423 2.139  C2 1.476, H6 1.119, H7 1.107, H8 1.035
2 C 1.332 0.813 0.733  C1 1.476, C3 1.378, C4 1.466
3 C 2.025 1.879 0.200  C2 1.378, H9 1.172, H10 1.022
4 C 0.305 0.081 -0.013  C2 1.466, N13 1.350, O14 1.375
5 C -1.656 -1.163 0.220  H11 1.261, H12 1.217, O14 1.512, S15 1.879
6 H 1.703 -0.673 2.312  C1 1.119
7 H 0.867 0.544 2.997  C1 1.107
8 H 2.354 1.034 2.388  C1 1.035
9 H 1.830 2.472 -0.791  C3 1.172
10 H 2.783 2.223 0.792  C3 1.022
11 H -2.080 -2.331 0.436  C5 1.261
12 H -2.509 -0.368 0.568  C5 1.217
13 N -0.167 0.351 -1.249  C4 1.350, S15 1.639
14 O -0.224 -0.986 0.673  C4 1.375, C5 1.512
15 S -1.461 -0.604 -1.563  C5 1.879, N13 1.639

For the calculated total energy, the calculation gives -19667.92764 eV. The LUMO energy comes out at 0.1540 eV. As for the HOMO-LUMO gap: 0.29414 Ha. As for the energy relative to the best compared isomer or geometry (same formula, charge and spin): 84.8 kcal per mole.

***

Record 4
This record from the Open Molecules 2025 dataset describes a 2-piece molecular cluster, C3H10N2 overall at a distorted geometry. The level of theory is ωB97M-V with the def2-TZVPD basis set.

Each atom is followed by the atoms it is bonded to, with distances in Å.
Atoms and positions in Å:
1 C 2.519 1.506 -0.870  N2 1.482, H3 1.091, H4 1.098, H5 1.098
2 N 1.073 1.816 -0.770  C1 1.482, H6 1.057, H7 1.003
3 H 2.804 1.813 -1.878  C1 1.091
4 H 2.892 0.511 -0.596  C1 1.098
5 H 3.172 2.093 -0.211  C1 1.098
6 H 0.984 2.856 -0.608  N2 1.057
7 H 0.744 1.402 0.083  N2 1.003
8 C -0.933 -1.807 1.018  N10 1.502, H11 1.094, H12 1.094, H13 1.133
9 C -2.822 -1.029 -0.027  N10 1.278, H14 1.123, H15 1.138
10 N -1.557 -1.140 -0.174  C8 1.502, C9 1.278
11 H -0.730 -1.115 1.841  C8 1.094
12 H 0.087 -1.966 0.657  C8 1.094
13 H -1.350 -2.759 1.471  C8 1.133
14 H -3.548 -0.653 -0.796  C9 1.123
15 H -3.334 -1.528 0.859  C9 1.138

For the calculated total energy, the calculation gives -6251.36164 eV. The LUMO energy comes out at 1.0546 eV. As for the HOMO-LUMO gap: 0.37836 Ha. As for the energy relative to the best compared isomer or geometry (same formula, charge and spin): 47.7 kcal per mole.

***

Record 5
This record from the Open Molecules 2025 dataset describes a single C21H26N2O5 molecule. The level of theory is ωB97M-V with the def2-TZVPD basis set.

Each atom is followed by the atoms it is bonded to, with distances in Å.
Atoms and positions in Å:
1 C -7.831 -0.160 1.416  C2 1.524, H52 1.087, H53 1.088, H54 1.088
2 C -6.423 -0.611 1.048  C1 1.524, C3 1.528, H50 1.093, H51 1.091
3 C -5.386 -0.077 2.035  C2 1.528, H4 1.091, H5 1.093, C6 1.528
4 H -5.463 1.009 2.109  C3 1.091
5 H -5.607 -0.482 3.026  C3 1.093
6 C -3.960 -0.483 1.665  C3 1.528, C7 1.503, H48 1.093, H49 1.095
7 C -3.378 0.172 0.444  C6 1.503, C8 1.352, C17 1.446
8 C -3.933 1.241 -0.168  C7 1.352, C9 1.448, H47 1.077
9 C -3.369 1.864 -1.347  C8 1.448, O10 1.207, O11 1.370
10 O -3.830 2.827 -1.910  C9 1.207
11 O -2.226 1.306 -1.857  C9 1.370, C12 1.351
12 C -1.629 0.251 -1.263  O11 1.351, C13 1.387, C17 1.407
13 C -0.462 -0.215 -1.852  C12 1.387, C14 1.390, H46 1.077
14 C 0.232 -1.281 -1.292  C13 1.390, C15 1.399, O20 1.355
15 C -0.253 -1.874 -0.122  C14 1.399, C16 1.376, H19 1.077
16 C -1.417 -1.414 0.449  C15 1.376, C17 1.399, H18 1.078
17 C -2.144 -0.352 -0.100  C7 1.446, C12 1.407, C16 1.399
18 H -1.767 -1.889 1.351  C16 1.078
19 H 0.274 -2.687 0.349  C15 1.077
20 O 1.358 -1.657 -1.947  C14 1.355, C21 1.414
21 C 2.165 -2.680 -1.397  O20 1.414, C22 1.538, H44 1.094, H45 1.096
22 C 2.775 -2.345 -0.026  C21 1.538, O23 1.220, N24 1.340
23 O 2.634 -3.125 0.903  C22 1.220
24 N 3.463 -1.200 0.080  C22 1.340, C25 1.445, C37 1.450
25 C 3.678 -0.200 -0.941  N24 1.445, H26 1.087, C27 1.530, H43 1.095
26 H 3.350 -0.556 -1.915  C25 1.087
27 C 2.925 1.082 -0.578  C25 1.530, H28 1.091, H29 1.093, C30 1.536
28 H 3.128 1.843 -1.333  C27 1.091
29 H 1.850 0.882 -0.575  C27 1.093
30 C 3.331 1.597 0.811  C27 1.536, C31 1.526, C36 1.537, H42 1.095
31 C 4.752 2.152 0.799  C30 1.526, O32 1.212, N33 1.352
32 O 5.725 1.532 0.427  C31 1.212
33 N 4.860 3.420 1.257  C31 1.352, H34 1.004, H35 1.007
34 H 4.072 3.962 1.562  N33 1.004
35 H 5.773 3.845 1.280  N33 1.007
36 C 3.212 0.460 1.839  C30 1.537, C37 1.527, H40 1.091, H41 1.093
37 C 3.967 -0.784 1.374  N24 1.450, C36 1.527, H38 1.091, H39 1.093
38 H 3.823 -1.608 2.074  C37 1.091
39 H 5.033 -0.561 1.280  C37 1.093
40 H 3.602 0.783 2.805  C36 1.091
41 H 2.155 0.210 1.961  C36 1.093
42 H 2.647 2.402 1.097  C30 1.095
43 H 4.750 0.016 -0.977  C25 1.095
44 H 2.963 -2.844 -2.127  C21 1.094
45 H 1.599 -3.611 -1.283  C21 1.096
46 H -0.094 0.256 -2.749  C13 1.077
47 H -4.841 1.704 0.180  C8 1.077
48 H -3.941 -1.566 1.515  C6 1.093
49 H -3.295 -0.260 2.505  C6 1.095
50 H -6.382 -1.703 1.045  C2 1.093
51 H -6.185 -0.271 0.039  C2 1.091
52 H -8.556 -0.563 0.714  C1 1.087
53 H -8.093 -0.502 2.415  C1 1.088
54 H -7.902 0.925 1.396  C1 1.088

For the calculated total energy, the calculation gives -35418.28799 eV. The LUMO energy comes out at 0.1113 eV. As for the HOMO-LUMO gap: 0.31713 Ha. As for the energy relative to the best compared isomer or geometry (same formula, charge and spin): 20.0 kcal per mole.

***

Record 6
This record from the Open Molecules 2025 dataset describes a 2-piece molecular cluster, C2H9N2S overall at a distorted geometry. The level of theory is ωB97M-V with the def2-TZVPD basis set.

Each atom is followed by the atoms it is bonded to, with distances in Å.
Atoms and positions in Å:
1 S -2.356 2.539 2.210  H2 1.333, H3 1.330
2 H -2.274 1.959 3.408  S1 1.333
3 H -1.784 1.505 1.598  S1 1.330
4 C 0.068 -1.060 -0.364  C5 1.342, N7 1.376, H8 1.112
5 C 1.080 -0.178 -0.403  C4 1.342, N6 1.488, H9 1.090
6 N 1.591 0.092 -1.774  C5 1.488, H10 1.059, H11 1.019, H12 1.062
7 N -0.643 -1.582 0.691  C4 1.376, H13 1.036, H14 0.954
8 H -0.368 -1.288 -1.361  C4 1.112
9 H 1.545 0.439 0.366  C5 1.090
10 H 2.513 -0.401 -1.944  N6 1.059
11 H 0.976 -0.286 -2.493  N6 1.019
12 H 1.729 1.122 -1.991  N6 1.062
13 H -0.528 -1.085 1.592  N7 1.036
14 H -1.550 -1.775 0.466  N7 0.954

For the calculated total energy, the calculation gives -16027.66221 eV. Its charge is +1. The LUMO energy comes out at -3.7659 eV. As for the HOMO-LUMO gap: 0.31716 Ha. As for the energy relative to the best compared isomer or geometry (same formula, charge and spin): 40.2 kcal per mole.